This record from OMol25 describes one molecule with the formula C24H30N2O6. The level of theory is ωB97M-V/def2-TZVPD.

The geometry in XYZ format:
```
62
C24H30N2O6 (ωB97M-V/def2-TZVPD)
C -2.03 4.08 4.71
N -2.42 3.45 3.47
C -1.35 2.64 2.91
C -1.87 1.90 1.68
N -2.35 2.85 0.71
C -1.82 3.11 -0.49
O -2.28 3.93 -1.26
C -0.62 2.28 -0.89
C -0.65 1.49 -1.95
C 0.56 0.72 -2.41
C 0.50 -0.74 -2.06
C -0.44 -1.26 -1.24
O -0.53 -2.55 -0.88
C 0.38 -3.43 -1.37
C 0.28 -4.76 -0.97
C 1.19 -5.68 -1.44
C 2.22 -5.29 -2.30
C 2.32 -3.98 -2.69
C 1.41 -3.02 -2.23
C 1.52 -1.61 -2.65
O 2.39 -1.22 -3.41
C 1.80 1.38 -1.80
C 1.59 1.65 -0.31
O 1.43 0.43 0.36
C 1.71 0.49 1.75
C 1.14 -0.75 2.42
C 1.73 -2.04 1.85
C 0.97 -3.27 2.35
O -0.41 -3.21 2.09
O 0.47 2.49 -0.08
C -3.39 3.70 1.25
C -2.87 4.43 2.49
H -1.18 4.77 4.59
H -2.88 4.63 5.11
H -1.75 3.31 5.43
H -1.04 1.92 3.67
H -0.48 3.25 2.62
H -1.10 1.27 1.25
H -2.72 1.26 1.98
H -1.56 1.41 -2.52
H 0.65 0.78 -3.50
H -1.21 -0.66 -0.79
H -0.52 -5.05 -0.31
H 1.11 -6.71 -1.13
H 2.93 -6.02 -2.65
H 3.10 -3.64 -3.35
H 2.68 0.75 -1.93
H 1.98 2.34 -2.29
H 2.44 2.20 0.10
H 1.28 1.39 2.19
H 2.81 0.53 1.89
H 1.33 -0.69 3.50
H 0.06 -0.77 2.28
H 2.78 -2.14 2.13
H 1.68 -1.99 0.76
H 1.40 -4.18 1.90
H 1.05 -3.35 3.44
H -0.55 -3.04 1.15
H -3.68 4.41 0.47
H -4.25 3.08 1.52
H -3.67 5.02 2.93
H -2.06 5.11 2.19
```

Values from the calculation:
SMILES ... CN1CCN(C(=O)C2=C[C@H](c3coc4ccccc4c3=O)C[C@H](OCCCCO)O2)CC1
Energy relative to the best compared isomer or geometry (same formula, charge and spin) ... 244.7 kJ/mol
LUMO ... 0.06 eV
E_HOMO ... -8.83 eV
Frontier orbital gap ... 8.89 eV
Maximum force ... 0.8 eV/A

This record from OMol25 describes a 6-piece molecular cluster, C24H30N6 overall. The level of theory is ωB97M-V/def2-TZVPD.

The geometry in XYZ format:
```
60
C24H30N6 (ωB97M-V/def2-TZVPD)
C 45.01 -16.65 44.25
C 45.32 -16.67 45.69
C 44.24 -16.76 46.40
N 43.23 -16.98 45.51
C 43.65 -16.91 44.21
H 45.65 -16.32 43.33
H 46.40 -16.31 46.12
H 44.40 -16.82 47.41
H 42.18 -16.95 45.66
H 43.05 -16.99 43.36
C 40.33 -16.83 47.15
C 40.39 -18.37 47.31
C 40.40 -18.77 46.04
N 40.29 -17.73 45.12
C 40.28 -16.49 45.78
H 40.41 -15.98 47.93
H 40.37 -19.13 48.04
H 40.27 -19.79 45.60
H 40.22 -17.58 44.05
H 40.28 -15.33 45.32
C 38.71 -22.07 43.58
C 39.96 -22.11 44.52
C 41.08 -22.30 43.84
N 40.60 -22.52 42.48
C 39.28 -22.37 42.34
H 37.72 -21.79 43.91
H 40.17 -22.14 45.54
H 42.12 -22.28 44.20
H 41.29 -22.83 41.80
H 38.77 -22.67 41.46
C 35.41 -17.89 44.40
C 35.64 -19.37 44.89
C 36.88 -19.36 45.58
N 37.36 -18.09 45.38
C 36.48 -17.23 44.78
H 34.66 -17.56 43.63
H 35.04 -20.05 44.69
H 37.30 -20.13 45.86
H 38.28 -17.86 45.81
H 36.62 -16.00 44.58
C 39.24 -17.34 41.78
C 40.68 -17.27 41.63
C 41.20 -18.41 42.10
N 40.08 -19.23 42.43
C 38.89 -18.56 42.30
H 38.58 -16.58 41.72
H 41.31 -16.48 41.10
H 42.17 -18.72 42.18
H 40.10 -20.05 42.71
H 37.96 -18.82 42.53
C 37.93 -16.05 51.33
C 36.65 -15.59 50.46
C 36.90 -16.01 49.15
N 38.13 -16.64 49.09
C 38.68 -16.74 50.40
H 37.86 -15.88 52.46
H 35.75 -14.94 50.61
H 36.33 -15.68 48.37
H 38.72 -16.83 48.10
H 39.77 -17.20 50.59
```

Values from the calculation:
SMILES ... c1cc[nH]c1.c1cc[nH]c1.c1cc[nH]c1.c1cc[nH]c1.c1cc[nH]c1.c1cc[nH]c1
Energy relative to the best compared isomer or geometry (same formula, charge and spin) ... 887.1 kJ/mol
LUMO ... 0.53 eV
E_HOMO ... -8.06 eV
Frontier orbital gap ... 8.59 eV
Maximum force ... 12.8 eV/A

This record from OMol25 describes a 6-piece molecular cluster, C24H30N6 overall. The level of theory is ωB97M-V/def2-TZVPD.

The geometry in XYZ format:
```
60
C24H30N6 (ωB97M-V/def2-TZVPD)
C -2.63 17.05 -9.29
C -1.23 16.69 -9.33
C -1.11 15.19 -9.16
N -2.40 14.83 -8.91
C -3.32 15.87 -9.19
H -3.08 18.03 -9.34
H -0.33 17.34 -9.35
H -0.22 14.57 -9.08
H -2.74 13.84 -8.79
H -4.39 15.66 -9.24
C -5.31 12.57 -14.81
C -4.93 12.28 -13.46
C -5.50 10.91 -13.17
N -6.10 10.59 -14.35
C -6.03 11.52 -15.34
H -4.96 13.50 -15.30
H -4.28 12.87 -12.77
H -5.42 10.22 -12.28
H -6.54 9.66 -14.40
H -6.47 11.34 -16.36
C -6.53 16.15 -11.70
C -7.17 14.93 -11.45
C -7.39 14.89 -10.07
N -6.95 16.07 -9.44
C -6.37 16.90 -10.39
H -6.06 16.43 -12.65
H -7.47 14.20 -12.16
H -7.81 14.13 -9.43
H -7.12 16.28 -8.41
H -5.89 17.86 -10.26
C 2.46 16.04 -11.91
C 2.64 17.02 -10.88
C 2.70 16.15 -9.58
N 2.43 14.86 -10.06
C 2.15 14.79 -11.40
H 2.27 16.20 -12.97
H 2.75 18.12 -10.95
H 2.95 16.30 -8.50
H 2.39 14.08 -9.36
H 1.84 13.80 -11.80
C -0.94 15.18 -13.81
C -2.19 14.80 -14.39
C -3.23 15.07 -13.35
N -2.49 15.49 -12.26
C -1.14 15.72 -12.58
H 0.00 15.10 -14.28
H -2.41 14.47 -15.36
H -4.32 14.99 -13.43
H -2.87 15.82 -11.36
H -0.48 16.27 -11.92
C -1.24 10.45 -12.65
C -0.57 10.68 -11.41
C -0.52 12.14 -11.24
N -1.31 12.66 -12.24
C -1.73 11.62 -13.13
H -1.43 9.49 -13.09
H -0.08 9.92 -10.87
H -0.08 12.85 -10.58
H -1.55 13.62 -12.41
H -2.36 11.91 -13.99
```

Values from the calculation:
SMILES ... c1cc[nH]c1.c1cc[nH]c1.c1cc[nH]c1.c1cc[nH]c1.c1cc[nH]c1.c1cc[nH]c1
Energy relative to the best compared isomer or geometry (same formula, charge and spin) ... 390.2 kJ/mol
LUMO ... 0.64 eV
E_HOMO ... -7.52 eV
Frontier orbital gap ... 8.17 eV
Maximum force ... 5.4 eV/A

This record from OMol25 describes C24H30NO6Pd as an isolated structure. The level of theory is ωB97M-V/def2-TZVPD.

The geometry in XYZ format:
```
62
C24H30NO6Pd (ωB97M-V/def2-TZVPD)
C 0.70 -1.25 -3.39
C 0.34 -0.12 -2.44
C 1.56 -2.19 -2.52
C 2.30 -1.29 -1.57
H 2.22 -2.81 -3.13
H 0.87 -2.85 -1.99
C 1.60 0.10 -1.62
H -0.48 -0.48 -1.80
H -0.01 0.79 -2.94
C 1.43 0.50 -0.16
H 2.26 0.82 -2.14
H 3.35 -1.17 -1.90
C 2.33 -1.62 -0.04
C -0.49 -2.05 -3.91
C 1.58 -0.69 -4.57
O 2.58 -1.27 -4.94
O -1.59 -2.06 -3.38
O -0.16 -2.80 -4.97
O 1.25 0.52 -5.09
C 0.25 0.69 -6.10
H -0.60 1.27 -5.72
H -0.10 -0.27 -6.48
H 0.73 1.25 -6.90
C -1.25 -3.40 -5.67
H -1.85 -4.02 -5.01
H -0.80 -4.01 -6.45
H -1.89 -2.63 -6.11
O 2.31 -0.33 0.61
H 0.39 0.36 0.17
H 1.72 1.54 0.04
C 3.63 -2.30 0.37
C 1.13 -2.44 0.43
H 1.18 -3.47 0.09
H 0.18 -2.01 0.10
H 1.13 -2.44 1.53
H 3.60 -2.57 1.43
H 4.47 -1.63 0.20
H 3.78 -3.22 -0.22
Pd -1.10 1.46 3.57
C 0.00 3.22 4.81
C 0.82 2.83 3.72
C 0.15 3.17 2.51
H 1.77 2.35 3.81
C -1.11 3.74 2.83
C -1.23 3.79 4.25
H -2.08 4.13 4.80
H 0.18 3.05 5.86
H 0.53 3.00 1.52
H -1.86 4.08 2.14
C -2.58 -0.22 4.39
C -3.10 1.06 4.82
C -3.44 1.80 3.62
H -3.23 1.36 5.83
C -3.14 1.00 2.51
C -2.62 -0.25 2.99
H -2.27 -1.06 2.37
H -2.19 -0.98 5.05
H -3.84 2.79 3.62
H -3.29 1.26 1.48
O -2.33 3.12 7.59
C -2.00 2.69 6.55
N -1.67 2.20 5.52
```

Values from the calculation:
Net charge ... -1
LUMO (spin up / spin down) ... 2.25 / 0.55 eV
Multiplicity ... 5
E_HOMO (spin up / spin down) ... 0.61 / -6.17 eV
Frontier orbital gap (spin up / spin down) ... 1.64 / 6.72 eV
Maximum force ... 3.9 eV/A